Record 1
Density functional theory data (ωB97M-V/def2-TZVPD) for C31H26BrFMoN6O4S as an isolated structure at a distorted geometry.

Geometry (Å):
Mo 1.47 -0.39 0.76
Br 0.97 5.94 4.65
C 1.04 4.18 3.95
C 0.62 3.10 4.73
C 0.63 1.82 4.20
C 1.06 1.60 2.88
O 1.07 0.41 2.34
C 1.55 2.69 2.11
C 2.14 2.52 0.83
N 2.29 1.36 0.20
C 3.03 1.34 -1.00
C 3.77 2.36 -1.55
C 4.49 2.17 -2.73
C 4.48 0.97 -3.39
C 3.73 -0.10 -2.87
C 3.68 -1.38 -3.46
C 2.94 -2.37 -2.85
C 2.27 -2.11 -1.66
N 2.30 -0.92 -1.05
C 3.01 0.08 -1.66
C 1.51 3.98 2.67
H 0.28 3.26 5.74
H 0.31 0.98 4.79
H 2.55 3.42 0.39
H 3.83 3.33 -1.08
H 5.08 2.99 -3.12
H 5.05 0.82 -4.29
H 4.22 -1.56 -4.38
H 2.90 -3.36 -3.28
H 1.71 -2.89 -1.17
H 1.87 4.82 2.09
N 2.43 -3.18 2.20
N 3.52 -2.93 3.03
C 4.16 -1.76 3.01
N 5.12 -1.55 3.90
S 3.85 -0.54 1.86
H 1.60 -3.40 2.74
H 2.62 -3.96 1.57
H 3.82 -3.63 3.71
H 5.44 -2.27 4.53
H 5.65 -0.69 3.85
C -5.12 -3.24 -1.68
C -5.23 -1.79 -1.23
C -5.95 -0.94 -2.28
C -6.11 0.48 -1.77
C -4.77 1.04 -1.43
C -4.53 2.40 -1.48
C -3.26 2.91 -1.22
F -3.07 4.23 -1.28
C -2.21 2.08 -0.91
C -2.43 0.71 -0.81
C -1.34 -0.14 -0.40
O -0.18 0.37 -0.25
C -1.65 -1.51 -0.18
C -2.93 -1.96 -0.48
N -3.91 -1.20 -0.93
C -3.72 0.17 -1.07
C -0.69 -2.47 0.43
O -0.96 -3.62 0.66
O 0.49 -1.94 0.72
H -6.06 -3.55 -2.13
H -4.93 -3.93 -0.86
H -4.34 -3.35 -2.44
H -5.82 -1.75 -0.30
H -6.92 -1.37 -2.49
H -5.37 -0.94 -3.20
H -6.75 0.49 -0.88
H -6.59 1.11 -2.52
H -5.33 3.08 -1.74
H -1.23 2.47 -0.72
H -3.14 -3.01 -0.31

Calculated values
- Total charge: +2
- LUMO energy (spin up / spin down): -6.27 / -6.46 eV
- Energy above the lowest of the compared OMol25 structures with the same formula, charge and spin: 1.264 eV
- Kohn-Sham gap (spin up / spin down): 6.706 / 6.717 eV
- Largest force on an atom: 2.81 eV/Å
- Spin multiplicity: 3

---

Record 2
Density functional theory data (ωB97M-V/def2-TZVPD) for one molecule with the formula C4H6O4 at a distorted geometry.

Geometry (Å):
C -2.67 -0.13 -0.10
C -0.44 0.40 0.30
C 1.85 0.06 -0.11
C 3.17 -0.68 -0.30
H -3.14 0.64 -0.99
H -2.69 0.43 0.78
H -3.46 -0.81 0.01
H -0.53 1.42 -0.32
H -0.39 0.58 1.61
H 2.90 -1.84 -0.60
O -1.47 -0.64 -0.20
O 0.75 -0.54 0.04
O 1.82 1.31 -0.35
O 4.31 -0.21 0.21

Calculated values
- LUMO energy: -1.11 eV
- SMILES: COCOC(=O)C=O
- Energy above the lowest of the compared OMol25 structures with the same formula, charge and spin: 6.222 eV
- Kohn-Sham gap: 9.327 eV
- Largest force on an atom: 8.49 eV/Å
- Spin multiplicity: 1

---

Record 3
Density functional theory data (ωB97M-V/def2-TZVPD) for a 3-piece molecular cluster, C5H13NO2 overall at a distorted geometry.

Geometry (Å):
N 0.46 1.93 0.85
C -0.53 1.11 1.39
C -1.40 0.55 0.55
C -1.28 0.57 -0.94
C -0.54 -0.31 -1.62
C -0.54 0.81 2.82
H 1.36 2.05 1.28
H 0.43 2.00 -0.15
H -2.26 -0.01 0.93
H -1.70 1.46 -1.43
H -0.30 -0.38 -2.66
H -0.02 -1.06 -1.01
H 0.35 0.20 3.03
H -1.30 0.10 3.12
H -0.58 1.62 3.58
H -1.15 -2.68 -2.15
H 0.30 -2.48 -2.02
O -0.32 -3.13 -2.32
H 2.47 0.16 -0.25
H 3.80 -0.50 0.11
O 2.98 -0.64 -0.37

Calculated values
- LUMO energy: 0.50 eV
- SMILES: C=C/C=C(/C)N.O.O
- Energy above the lowest of the compared OMol25 structures with the same formula, charge and spin: 2.511 eV
- Kohn-Sham gap: 8.797 eV
- Largest force on an atom: 2.11 eV/Å
- Spin multiplicity: 1

---

Record 4
Density functional theory data (ωB97M-V/def2-TZVPD) for C18H30FO11Ti as an isolated structure at a distorted geometry.

Geometry (Å):
Ti 14.61 21.12 33.36
F 12.56 20.50 33.97
C 12.44 22.44 29.13
C 12.36 20.94 29.65
C 11.13 20.55 30.36
O 10.83 19.28 29.80
C 11.54 19.04 28.72
O 11.53 18.00 28.03
O 12.34 20.07 28.59
H 12.52 23.19 29.91
H 11.48 22.65 28.66
H 13.22 22.58 28.38
H 13.26 20.67 30.20
H 10.33 21.25 30.12
H 11.28 20.53 31.44
C 13.55 17.33 34.87
C 12.77 17.28 33.54
C 13.57 17.68 32.30
O 13.51 16.52 31.48
C 12.76 15.60 32.07
O 12.51 14.55 31.52
O 12.30 16.02 33.30
H 13.92 18.35 34.99
H 14.48 16.76 34.96
H 12.86 17.03 35.66
H 11.94 17.98 33.63
H 14.60 17.82 32.61
H 13.18 18.59 31.84
C 9.12 21.73 33.10
C 9.16 21.20 34.53
C 10.00 22.04 35.49
O 9.11 22.28 36.52
C 7.85 21.86 36.19
O 6.85 21.91 36.92
O 7.81 21.30 34.94
H 8.78 22.76 33.02
H 8.49 21.16 32.42
H 10.14 21.92 32.75
H 9.40 20.14 34.47
H 10.38 22.99 35.11
H 10.94 21.60 35.85
C 10.70 17.78 38.94
C 10.66 18.74 37.76
O 9.66 18.75 37.07
C 11.90 19.54 37.59
H 11.42 16.97 38.81
H 9.70 17.36 39.01
H 11.01 18.35 39.82
H 11.81 20.42 38.24
H 12.24 19.78 36.58
H 12.69 18.95 38.05
C 14.81 25.03 36.28
C 14.67 23.66 35.62
O 15.14 23.41 34.49
C 13.88 22.60 36.36
H 15.80 25.37 36.00
H 14.76 25.04 37.37
H 14.00 25.68 35.92
H 13.76 21.71 35.75
H 12.87 23.02 36.46
H 14.42 22.32 37.27

Calculated values
- LUMO energy (spin up / spin down): -0.69 / -1.27 eV
- Kohn-Sham gap (spin up / spin down): 6.747 / 8.635 eV
- Largest force on an atom: 4.63 eV/Å
- Spin multiplicity: 4

---

| no. | molecular weight (g/mol) |
| --- | --- |
| 1 | 773.50 |
| 2 | 118.09 |
| 3 | 119.16 |
| 4 | 489.29 |